[1]
Entry from OMol25: a molecular structure, C5H5N (ωB97M-V with the def2-TZVPD basis set).

The LUMO energy comes out at -1.47 eV. The calculation puts the total energy at -247.99617 hartree. The HOMO energy comes out at -9.051 eV.

Geometry as XYZ:
```
11
C5H5N ωB97M-V with the def2-TZVPD basis set
C -3.618 -0.088 -0.471
C -2.418 -0.066 -0.872
C 0.364 0.447 -0.490
C -1.293 0.206 -1.531
C 1.414 -0.282 1.415
N 0.288 -0.252 0.514
H 1.065 1.011 -0.981
H -0.860 0.037 -2.514
H 2.048 -1.054 1.071
H 1.033 -0.628 2.418
H 1.978 0.667 1.442
```

=====

[2]
Entry from OMol25: a molecular structure, C5H5N (ωB97M-V with the def2-TZVPD basis set).

The LUMO energy (spin up / spin down) comes out at 0.56 / -1.29 eV. The calculation puts the total energy at -248.00053 hartree. The HOMO energy (spin up / spin down) comes out at -7.053 / -9.172 eV. The spin multiplicity is 3. As for the expectation value of S²: 2.02.

Geometry as XYZ:
```
11
C5H5N ωB97M-V with the def2-TZVPD basis set
C -0.503 -0.395 0.725
C 0.430 -0.188 -0.241
C -1.525 -0.229 -0.223
C -2.773 0.195 -0.325
C 1.861 -0.037 -0.419
N -0.504 -0.708 -1.040
H -3.463 0.345 -1.264
H -3.221 0.508 0.656
H 2.274 -0.109 -1.450
H 2.431 -0.902 0.152
H 2.301 0.978 -0.149
```

=====

[3]
Entry from OMol25: a molecular structure, C5H5N3 (ωB97M-V with the def2-TZVPD basis set).

The LUMO energy comes out at 0.63 eV. The calculation puts the total energy at -357.71353 hartree. The HOMO energy comes out at -9.136 eV.

Geometry as XYZ:
```
13
C5H5N3 ωB97M-V with the def2-TZVPD basis set
C -1.729 0.394 -0.042
C -0.184 -0.933 -0.076
C 2.088 0.225 -0.059
C 0.987 1.116 -0.037
C -0.204 0.468 -0.081
H -2.196 0.758 0.873
H -2.267 0.772 -0.904
H -1.985 -1.676 0.545
H 3.113 0.605 -0.035
H 1.078 2.192 0.047
N -1.562 -1.089 -0.142
N 0.843 -1.736 -0.047
N 2.017 -1.096 -0.041
```

=====

[4]
Entry from OMol25: 2 unconnected molecules or ions with the total composition C5H5N3 (ωB97M-V with the def2-TZVPD basis set).

The LUMO energy comes out at -0.37 eV. The calculation puts the total energy at -357.59709 hartree. The HOMO energy comes out at -9.842 eV.

Geometry as XYZ:
```
13
C5H5N3 ωB97M-V with the def2-TZVPD basis set
C 3.234 0.426 0.638
C 2.356 -0.020 -0.039
C -2.146 0.102 0.792
C -1.898 1.112 -0.155
C 0.621 -1.094 -0.804
N -1.221 -0.825 0.650
N -0.840 0.763 -0.857
N -0.465 -0.398 -0.346
H 4.048 0.874 1.134
H -2.928 0.014 1.516
H -2.418 2.031 -0.332
H 0.788 -2.056 -0.357
H 0.870 -0.929 -1.840
```

=====

[5]
Entry from OMol25: C5H5N3 in the gas phase (ωB97M-V with the def2-TZVPD basis set).

The LUMO energy comes out at -0.71 eV. The SMILES is C=C/C(C#N)=N/N=C. The calculation puts the total energy at -357.59488 hartree. The HOMO energy comes out at -10.087 eV.

Geometry as XYZ:
```
13
C5H5N3 ωB97M-V with the def2-TZVPD basis set
C 1.745 0.629 1.981
C 0.745 0.968 1.285
C 0.376 0.358 0.006
C 1.114 -0.883 -0.505
N 1.510 -2.038 -0.912
N -0.781 0.411 -0.566
N -1.012 -0.492 -1.728
C -2.338 -0.433 -1.871
H 1.898 0.969 2.999
H 2.353 -0.312 1.920
H -0.126 1.586 1.724
H -3.092 0.073 -1.362
H -2.392 -0.838 -2.971
```

=====

[6]
Entry from OMol25: C5H5N3 in the gas phase (ωB97M-V with the def2-TZVPD basis set).

The LUMO energy comes out at 0.43 eV. The SMILES is C1=Cc2nncn2C1. The calculation puts the total energy at -357.65187 hartree. The HOMO energy comes out at -9.131 eV.

Geometry as XYZ:
```
13
C5H5N3 ωB97M-V with the def2-TZVPD basis set
C -0.836 0.321 -1.404
C -0.108 1.440 -0.915
C 0.509 0.862 0.323
N 0.952 1.380 1.400
N 1.321 0.293 2.219
C 1.038 -0.785 1.493
N 0.440 -0.343 0.376
C -0.754 -0.890 -0.465
H -1.422 0.341 -2.413
H 0.192 2.424 -1.524
H 1.005 -1.993 1.704
H -1.559 -1.186 0.332
H -0.777 -1.864 -1.126
```

=====

[7]
Entry from OMol25: C5H5N3 in the gas phase (ωB97M-V with the def2-TZVPD basis set).

The LUMO energy comes out at -0.16 eV. The SMILES is [H]/N=c1\ccccnn1. The calculation puts the total energy at -357.55932 hartree. The HOMO energy comes out at -9.216 eV.

Geometry as XYZ:
```
13
C5H5N3 ωB97M-V with the def2-TZVPD basis set
H -1.465 -2.050 0.086
N -2.072 -1.084 0.080
C -1.084 -0.349 -0.731
C 0.260 -0.513 -1.359
C 1.320 -0.079 -0.649
C 1.058 0.227 0.793
C 0.022 1.056 1.285
N -0.750 1.781 0.348
N -1.258 0.996 -0.588
H 0.223 -0.858 -2.451
H 2.458 -0.197 -0.813
H 1.857 -0.047 1.555
H -0.569 1.117 2.443
```

=====

[8]
Entry from OMol25: C5H5N3 in the gas phase (ωB97M-V with the def2-TZVPD basis set).

The LUMO energy comes out at 0.49 eV. The SMILES is C=C=C=NNC=C=N. The calculation puts the total energy at -357.58805 hartree. The HOMO energy comes out at -8.058 eV.

Geometry as XYZ:
```
13
C5H5N3 ωB97M-V with the def2-TZVPD basis set
C -0.786 0.364 -2.832
C -0.272 0.789 -1.719
C 0.364 1.176 -0.673
N 1.035 1.633 0.250
N 1.457 1.200 1.427
C 1.111 -0.089 1.945
C -0.064 -0.702 1.846
N -1.195 -1.073 2.033
H -0.764 1.029 -3.723
H -1.228 -0.646 -3.095
H 2.299 1.573 1.702
H 1.841 -0.861 2.144
H -1.714 -1.481 1.249
```